#P
The following is a quantum chemistry calculation of the ion C6H14NO with charge +1, from OMol25.

Geometry as XYZ:
```
22
Properties=species:S:1:pos:R:3:lowdin_charge:R:1
C 1.536 -1.361 -0.490 -0.15
O 1.743 -2.790 -0.441 -0.07
C 0.260 -1.165 0.284 -0.29
C 0.015 0.232 0.798 -0.15
C -0.445 1.179 -0.308 -0.12
C -1.251 2.206 -0.107 -0.15
C -1.610 3.181 -1.200 -0.08
N 0.168 -2.188 1.392 0.23
H 1.345 -1.078 -1.518 0.14
H 2.381 -0.873 -0.028 0.14
H 2.582 -3.078 -0.819 0.12
H -0.567 -1.444 -0.356 0.16
H -0.727 0.303 1.602 0.13
H 0.914 0.694 1.226 0.13
H -0.075 0.916 -1.301 0.11
H -1.719 2.405 0.847 0.11
H -1.077 2.956 -2.128 0.08
H -2.653 3.048 -1.467 0.08
H -1.308 4.183 -0.908 0.08
H -0.814 -2.347 1.586 0.18
H 0.649 -1.940 2.261 0.18
H 0.652 -3.039 1.074 0.15
```

Results
Multiplicity   1
Net charge   +1
SMILES string   C/C=C/C[C@H]([NH3+])CO
Kohn-Sham gap   9.504 eV



#Q
The following is a quantum chemistry calculation of a cluster of 2 separate species, C6H14NO in total, from OMol25.

Geometry as XYZ:
```
22
Properties=species:S:1:pos:R:3:lowdin_charge:R:1
C 3.697 0.585 0.581 -0.07
C 3.786 -0.699 -0.159 -0.10
C 2.648 0.272 -0.532 -0.21
C -3.152 1.206 0.316 -0.01
C -2.920 -1.186 -0.003 -0.03
C 1.318 -0.051 -0.039 -0.21
N -2.429 0.181 -0.456 -0.07
O 0.211 0.335 -0.364 0.00
H 3.515 0.349 1.548 0.07
H 4.439 1.332 0.346 0.12
H 4.518 -0.770 -1.058 0.15
H 3.470 -1.676 0.281 0.12
H 2.633 0.985 -1.329 0.14
H -2.819 2.121 -0.037 0.08
H -4.094 1.252 -0.078 0.07
H -3.026 1.083 1.462 0.16
H -4.045 -1.394 -0.187 0.13
H -2.452 -2.080 -0.342 0.08
H -2.774 -1.121 1.132 0.12
H 1.268 -0.916 0.809 0.18
H -2.451 0.113 -1.473 0.17
H -1.338 0.078 -0.420 0.11
```

Results
Multiplicity   1
Net charge   +1
Kohn-Sham gap   11.214 eV



How far above the most stable structure does each one sit? In hartree: #P 0.0000; #Q 0.0648.



#P
The following is a quantum chemistry calculation of the ion C6H14NO with charge +1, from OMol25.

Geometry as XYZ:
```
22
Properties=species:S:1:pos:R:3:lowdin_charge:R:1
O -0.516 -2.173 -1.834 0.06
C 0.070 -1.292 -2.420 -0.24
C 0.207 0.103 -1.870 -0.16
C -1.018 0.538 -1.048 -0.18
C -1.149 -0.096 0.329 -0.20
C 0.081 -0.123 1.225 -0.18
C 0.194 1.115 2.108 -0.12
N 1.644 1.275 2.566 0.20
H 0.531 -1.573 -3.386 0.13
H 0.356 0.800 -2.689 0.12
H 1.155 0.045 -1.321 0.10
H -1.003 1.630 -0.972 0.11
H -1.885 0.325 -1.675 0.13
H -1.486 -1.126 0.198 0.11
H -2.010 0.294 0.890 0.13
H 0.963 -0.140 0.592 0.10
H 0.114 -1.034 1.803 0.13
H -0.079 2.011 1.554 0.14
H -0.390 1.046 2.992 0.12
H 2.018 0.360 2.820 0.17
H 2.185 1.736 1.839 0.17
H 1.697 1.839 3.419 0.17
```

Results
Multiplicity   1
Net charge   +1
SMILES string   [NH3+]CCCCCC=O
Kohn-Sham gap   8.654 eV



#Q
The following is a quantum chemistry calculation of a cluster of 2 separate species, C6H14NO in total, from OMol25.

Geometry as XYZ:
```
22
Properties=species:S:1:pos:R:3:lowdin_charge:R:1
C -0.838 1.360 1.472 -0.28
O -0.538 0.546 2.585 -0.05
C -1.830 0.616 0.620 -0.20
C -2.968 1.165 0.209 0.05
H 0.076 1.605 0.915 0.10
H -1.301 2.300 1.785 0.12
H -0.053 1.057 3.233 0.09
H -1.549 -0.405 0.369 0.10
H -3.654 0.607 -0.410 0.07
H -3.200 2.193 0.451 0.08
C 2.606 -1.964 0.046 -0.06
C 1.478 -1.534 -0.834 -0.10
C 1.191 -0.259 -1.066 -0.12
N 0.052 0.106 -1.901 0.20
H 3.211 -1.110 0.337 0.09
H 2.190 -2.446 0.932 0.10
H 3.224 -2.708 -0.453 0.09
H 0.866 -2.308 -1.292 0.12
H 1.782 0.542 -0.654 0.13
H -0.297 -0.682 -2.444 0.17
H -0.733 0.479 -1.339 0.12
H 0.286 0.842 -2.563 0.18
```

Results
Multiplicity   1
Net charge   +1
Kohn-Sham gap   10.191 eV



How far above the most stable structure does each one sit? In hartree: #P 0.0000; #Q 0.0398.



#P
The following is a quantum chemistry calculation of a cluster of 3 separate species, C5H12NO2 in total, from OMol25.

Geometry as XYZ:
```
20
Properties=species:S:1:pos:R:3:lowdin_charge:R:1
O 2.779 1.230 0.668 0.01
C 1.227 -0.766 1.424 0.21
C 0.337 -0.682 0.253 -0.47
C -0.584 0.565 0.017 -0.07
C -0.559 1.233 -1.346 -0.03
C 0.432 1.869 -1.795 0.40
N -0.531 -1.774 0.238 0.22
H 2.208 0.595 1.118 -0.03
H 0.898 -0.666 -0.703 0.15
H -0.369 1.332 0.758 0.14
H -1.637 0.251 0.177 0.10
H -1.343 0.922 -2.057 0.19
H 2.290 1.880 0.161 0.02
H 0.912 2.804 -1.520 0.13
H 1.954 -1.557 1.540 0.12
H -0.266 -2.715 0.488 0.14
H 0.706 -0.645 2.370 0.11
H -3.797 -1.550 0.108 -0.01
H -1.595 -1.562 0.113 -0.04
O -2.884 -1.258 0.061 -0.28
```

Results
Multiplicity   1
Net charge   +1
Kohn-Sham gap   4.510 eV



#Q
The following is a quantum chemistry calculation of the ion C5H12NO2 with charge +1, from OMol25.

Geometry as XYZ:
```
20
Properties=species:S:1:pos:R:3:lowdin_charge:R:1
O -2.111 1.759 -1.088 0.09
C -1.451 0.776 -0.858 -0.15
C -0.147 0.965 -0.105 -0.25
C 1.009 0.040 -0.495 -0.11
C 1.060 -1.304 0.310 -0.14
C -0.208 -1.757 0.967 -0.25
O -1.254 -2.004 0.005 -0.08
N 0.231 2.402 -0.111 0.23
H -1.780 -0.239 -1.094 0.13
H -0.387 0.769 0.915 0.14
H 1.986 0.521 -0.417 0.12
H 0.913 -0.236 -1.549 0.13
H 1.832 -1.194 1.059 0.12
H 1.340 -2.066 -0.413 0.13
H -0.056 -2.693 1.519 0.13
H -0.646 -1.146 1.767 0.12
H -1.399 -2.957 -0.060 0.11
H 0.746 2.699 -0.950 0.19
H -0.560 3.048 -0.049 0.17
H 0.882 2.617 0.647 0.18
```

Results
Multiplicity   1
Net charge   +1
SMILES string   [NH3+][C@@H](C=O)CCCO
Kohn-Sham gap   10.656 eV



How far above the most stable structure does each one sit? In hartree: #P 0.3945; #Q 0.0000.



#P
The following is a quantum chemistry calculation of a cluster of 2 separate species, C3H6N2O in total, from OMol25.

Geometry as XYZ:
```
12
Properties=species:S:1:pos:R:3:lowdin_charge:R:1
C -0.056 0.952 0.289 -0.16
C -1.201 1.211 -0.393 -0.12
N -1.890 0.015 -0.437 0.03
C -1.115 -0.892 0.246 -0.22
N -0.030 -0.371 0.715 0.06
H 0.848 1.526 0.383 0.09
H -1.705 2.102 -0.707 0.10
H -2.888 -0.118 -0.465 0.14
H -1.474 -1.904 0.307 0.11
H 2.598 -0.232 -0.689 0.02
H 3.915 -1.082 -0.658 0.03
O 3.222 -0.697 -0.119 -0.07
```

Results
Multiplicity   1
Net charge   0
SMILES string   c1c[nH]cn1.O
Kohn-Sham gap   9.933 eV



#Q
The following is a quantum chemistry calculation of an isolated molecule of C3H6N2O, from OMol25.

Geometry as XYZ:
```
12
Properties=species:S:1:pos:R:3:lowdin_charge:R:1
C -0.461 0.735 0.352 -0.53
C 0.817 0.288 -0.282 -0.13
C 0.487 -1.083 -0.685 -0.20
H -1.067 1.422 -1.469 0.07
H -2.247 1.795 -0.183 0.14
H -0.068 0.169 2.088 0.01
H 1.380 0.830 -1.131 0.16
H 1.621 0.068 0.423 0.12
H -0.407 -1.478 -1.154 0.12
N -1.386 1.285 -0.536 0.11
N -0.747 0.625 1.582 0.14
O 1.332 -1.977 -0.276 -0.03
```

Results
Multiplicity   1
Net charge   0
SMILES string   [H]/N=C(/N)CC=O
Kohn-Sham gap   10.030 eV



How far above the most stable structure does each one sit? In hartree: #P 0.0000; #Q 0.0337.



#P
The following is a quantum chemistry calculation of an isolated molecule of C3H6N2O, from OMol25.

Geometry as XYZ:
```
12
Properties=species:S:1:pos:R:3:lowdin_charge:R:1
N 0.510 1.153 0.692 0.06
C 0.390 -0.156 0.195 -0.39
C -0.930 -0.450 -0.488 -0.28
O -1.993 -0.464 0.423 -0.04
C 1.458 -0.425 -1.086 -0.15
N 2.170 -1.179 -0.536 0.13
H 1.310 1.281 1.302 0.10
H 0.530 1.838 -0.056 0.10
H 0.561 -0.872 1.008 0.13
H -1.057 0.288 -1.296 0.12
H -0.866 -1.445 -0.938 0.13
H -2.083 0.429 0.780 0.09
```

Results
Multiplicity   1
Net charge   0
SMILES string   N#C[C@@H](N)CO
Kohn-Sham gap   10.553 eV



#Q
The following is a quantum chemistry calculation of a structure of composition C3H6N2O, from OMol25.

Geometry as XYZ:
```
12
Properties=species:S:1:pos:R:3:lowdin_charge:R:1
O -1.335 -1.099 2.326 0.07
C -0.795 -0.543 1.301 -0.72
N -0.162 -1.066 0.243 0.07
C 0.063 -0.216 -0.922 -0.23
C 0.834 1.035 -0.527 -0.09
N -1.105 0.599 1.745 0.29
H -0.316 -2.051 0.111 0.15
H -0.892 0.058 -1.391 0.12
H 0.634 -0.803 -1.647 0.12
H 1.809 0.783 -0.102 0.08
H 0.962 1.682 -1.389 0.07
H 0.305 1.621 0.251 0.07
```

Results
Multiplicity   1
Net charge   0
Kohn-Sham gap   9.322 eV



How far above the most stable structure does each one sit? In hartree: #P 0.0000; #Q 0.0249.



#P
The following is a quantum chemistry calculation of a cluster of 2 separate species, C3H6N2O in total, from OMol25.

Geometry as XYZ:
```
12
Properties=species:S:1:pos:R:3:lowdin_charge:R:1
C 0.527 -0.950 1.103 -0.05
C 0.040 0.745 -1.921 -0.40
N -0.022 -0.376 -2.418 0.13
N 0.275 1.868 -1.497 0.14
C -0.490 0.046 1.588 -0.31
O -1.265 0.641 0.878 0.02
H 0.572 -0.964 0.013 0.04
H 0.259 -1.948 1.472 0.09
H 1.517 -0.710 1.504 0.09
H -0.443 -1.108 -1.859 0.06
H -0.465 2.557 -1.550 0.08
H -0.505 0.200 2.688 0.12
```

Results
Multiplicity   1
Net charge   0
SMILES string   N=C=N.CC=O
Kohn-Sham gap   11.049 eV



#Q
The following is a quantum chemistry calculation of an isolated molecule of C3H6N2O, from OMol25.

Geometry as XYZ:
```
12
Properties=species:S:1:pos:R:3:lowdin_charge:R:1
N 1.955 0.401 -0.367 0.18
C 0.812 -0.338 -0.454 -0.57
O 0.672 -1.309 -1.162 0.08
N -0.247 0.178 0.330 -0.04
C -1.555 -0.503 0.344 -0.23
C -1.689 0.765 -0.411 0.00
H 2.142 0.998 0.422 0.10
H 2.743 0.051 -0.889 0.11
H -1.459 -1.468 -0.156 0.11
H -1.963 -0.584 1.353 0.10
H -1.457 0.521 -1.461 0.02
H -0.097 0.970 0.932 0.14
```

Results
Multiplicity   1
Net charge   0
Kohn-Sham gap   8.565 eV



How far above the most stable structure does each one sit? In hartree: #P 0.0000; #Q 0.0699.



#P
The following is a quantum chemistry calculation of a structure of composition C3H6N2O, from OMol25.

Geometry as XYZ:
```
12
Properties=species:S:1:pos:R:3:lowdin_charge:R:1
O 0.078 1.321 -2.237 0.06
C 0.079 0.708 -1.195 -0.56
N 0.311 -0.644 -1.002 0.07
C 0.506 -0.932 0.421 -0.18
C -0.355 0.175 1.018 -0.20
N -0.150 1.232 0.086 0.07
H 0.819 -1.137 -1.722 0.14
H 1.582 -0.925 0.667 0.12
H 0.068 -1.878 0.721 0.11
H -1.632 -0.334 1.087 0.17
H -0.826 0.241 1.966 0.06
H -0.479 2.175 0.189 0.14
```

Results
Multiplicity   1
Net charge   0
Kohn-Sham gap   9.859 eV



#Q
The following is a quantum chemistry calculation of a cluster of 3 separate species, C3H6N2O in total, from OMol25.

Geometry as XYZ:
```
12
Properties=species:S:1:pos:R:3:lowdin_charge:R:1
N -1.680 -0.394 1.989 0.12
C -0.840 0.169 1.226 -0.25
C 1.576 0.792 -1.286 -0.11
O 1.565 0.134 -0.273 -0.10
C -1.237 0.626 -0.112 -0.21
N -1.695 0.956 -1.125 0.16
H -2.585 -0.457 1.515 0.06
H 0.574 -2.479 0.147 0.05
H 0.199 0.327 1.520 0.09
H 0.679 0.850 -1.928 0.07
H 2.456 1.385 -1.590 0.09
H 0.988 -1.910 -0.083 0.02
```

Results
Multiplicity   1
Net charge   0
SMILES string   [H]/N=C\C#N.[H][H].C=O
Kohn-Sham gap   10.878 eV



How far above the most stable structure does each one sit? In hartree: #P 0.0000; #Q 0.0596.